# 1
Density functional theory data (ωB97M-V with the def2-TZVPD basis set) for a molecular structure, C33H36N10O2SZr.

Each line ends with the Löwdin charge.
Cartesian coordinates (Å):
1 Zr -0.37299 0.04573 0.36536  1.88
2 O 3.43952 0.73894 -1.49220  0.11
3 C 2.55110 0.36915 -0.75464  -0.50
4 N 1.34470 -0.16170 -1.10301  -0.05
5 C 1.40374 -0.97059 -2.30664  -0.23
6 C 1.44930 -0.66757 -3.60151  0.04
7 C 0.94335 -1.67209 -4.61965  -0.11
8 C -0.65680 -3.18685 -4.25181  -0.10
9 C -0.64933 -3.47877 -2.70240  -0.04
10 C -0.57656 -2.19571 -1.77039  -0.25
11 N -0.85805 -2.03279 -0.33237  -0.04
12 C -0.58665 -3.13604 0.40701  -0.48
13 O -0.29667 -4.24135 -0.01389  0.11
14 C -0.67635 -2.91821 1.88840  -0.17
15 C -0.73985 -4.02551 2.72248  0.04
16 C -0.94666 -3.83634 4.07315  0.00
17 C -1.10618 -2.53423 4.53260  -0.02
18 C -0.99848 -1.49206 3.63563  -0.16
19 N -0.74902 -1.65523 2.32307  0.01
20 C 2.79572 0.34769 0.73660  -0.19
21 C 4.05460 0.66584 1.21736  0.03
22 C 4.32969 0.46851 2.55867  0.00
23 C 3.32832 -0.05125 3.36783  -0.02
24 C 2.09134 -0.30888 2.81397  -0.12
25 N 1.80329 -0.09791 1.51968  0.01
26 H 1.65318 0.34122 -3.94411  0.12
27 H 1.37701 -1.47656 -5.59746  0.14
28 H -1.26092 -3.88140 -4.82792  0.15
29 H -1.25653 -4.31074 -2.36967  0.14
30 H -0.63859 -5.00154 2.26876  0.14
31 H -1.00657 -4.67676 4.75126  0.13
32 H -1.31136 -2.32027 5.57218  0.12
33 H -1.15152 -0.48885 4.01477  0.10
34 H 4.79081 1.01927 0.50892  0.13
35 H 5.30944 0.68559 2.96261  0.13
36 H 3.50092 -0.26841 4.41239  0.12
37 H 1.31224 -0.73850 3.42739  0.09
38 N -0.41794 1.28920 2.42041  -0.06
39 C -1.59012 2.09023 2.82192  -0.19
40 C -1.99180 2.94573 1.64086  -0.18
41 N -2.12989 2.12172 0.42278  -0.12
42 C -3.53702 1.73558 0.18323  -0.19
43 C -3.89434 0.53159 1.02961  -0.19
44 N -2.81905 -0.46455 0.88800  -0.03
45 H -0.16082 0.65960 3.16835  0.03
46 H 0.37940 1.90962 2.34354  0.05
47 H -1.36118 2.72493 3.68017  0.14
48 H -2.38405 1.40843 3.11650  0.10
49 H -1.21410 3.68821 1.46452  0.11
50 H -2.91463 3.48688 1.86063  0.13
51 H -1.82145 2.70738 -0.34362  0.08
52 H -3.65436 1.46932 -0.86348  0.10
53 H -4.21789 2.56534 0.38861  0.13
54 H -4.86103 0.13599 0.71507  0.13
55 H -3.99494 0.80397 2.07863  0.11
56 H -2.95932 -1.01096 0.04278  0.08
57 H -2.87461 -1.14048 1.64025  0.08
58 C 2.67201 5.31378 0.18484  0.02
59 N 1.83037 4.19566 -0.23304  -0.09
60 C 1.49727 3.86559 -1.52069  -0.01
61 C 0.78353 2.71376 -1.44596  -0.12
62 N 0.65289 2.32636 -0.12303  -0.04
63 C 1.30862 3.25311 0.56264  -0.17
64 H 2.67096 6.06328 -0.60072  0.10
65 H 3.69216 4.97585 0.35480  0.10
66 H 2.27460 5.75730 1.09437  0.10
67 H 1.82117 4.44821 -2.36551  0.14
68 H 0.43051 2.10317 -2.25657  0.09
69 H 1.46545 3.28646 1.63031  0.14
70 S -1.87900 0.75434 -4.11251  1.21
71 C -1.83514 1.13093 -2.47550  -0.49
72 N -1.44004 0.14781 -1.68792  -0.08
73 C -1.16437 -0.98223 -2.43164  -0.24
74 C 0.98763 -2.31319 -1.88811  -0.13
75 C 0.90533 -3.52971 -2.78539  -0.11
76 C 0.89365 -3.19527 -4.27810  -0.11
77 C -0.66854 -1.72455 -4.72507  -0.17
78 C -1.31561 -0.81863 -3.77168  -0.41
79 H -2.12613 2.11437 -2.14899  0.07
80 H 1.40845 -2.56067 -0.91737  0.15
81 H 1.47211 -4.39491 -2.45880  0.16
82 H 1.45820 -3.84093 -4.94286  0.15
83 H -1.01611 -1.60345 -5.74866  0.15

Results
Net charge ... +2
Kohn-Sham gap ... 7.5901 eV
HOMO energy ... -13.0 eV
Calculated total energy ... -65907.0929 eV
ΔE to the lowest compared entry with this formula, charge and spin ... 276.4 kJ/mol

***

# 2
Density functional theory data (ωB97M-V with the def2-TZVPD basis set) for a single C4H7N3 molecule.

Each line ends with the natural charge from an NBO analysis.
Cartesian coordinates (Å):
1 C 0.71933 0.87934 -1.91207  -0.42
2 N -0.35867 0.00645 -1.39225  -0.43
3 N -0.29409 -0.12572 -0.00771  -0.04
4 C -0.11350 -1.35825 0.57100  -0.05
5 C -0.17399 -1.11847 1.92996  -0.35
6 C -0.36960 0.28276 2.03137  -0.06
7 N -0.42794 0.88681 0.84090  -0.28
8 H 1.69470 0.40688 -1.75913  0.20
9 H 0.67855 1.87388 -1.43335  0.19
10 H 0.50178 1.05134 -2.95128  0.20
11 H -1.27081 0.45053 -1.56725  0.36
12 H -0.00396 -2.24015 -0.04392  0.23
13 H -0.11932 -1.85076 2.75875  0.23
14 H -0.46249 0.85537 2.93497  0.21

Results
Net charge ... 0
Structure (SMILES) ... CNn1cccn1
Kohn-Sham gap ... 10.5237 eV
HOMO energy ... -9.4 eV
Calculated total energy ... -8730.2164 eV
ΔE to the lowest compared entry with this formula, charge and spin ... 141.1 kJ/mol

***

# 3
Density functional theory data (ωB97M-V with the def2-TZVPD basis set) for a single C17H28ClNO2 molecule.

Each line ends with the natural charge from an NBO analysis.
Cartesian coordinates (Å):
1 C 2.54308 -0.39788 0.33002  -0.25
2 O 3.03260 -0.82485 -0.91668  -0.56
3 C 3.66082 -2.09343 -0.89298  -0.07
4 C 2.68798 -3.26459 -1.07883  -0.45
5 C 2.32679 -3.49348 -2.55859  -0.21
6 N 1.77837 -2.36910 -3.28577  -0.63
7 C 0.35178 -2.15073 -3.21674  -0.21
8 C -0.17985 -1.62336 -1.87430  -0.46
9 C -1.56771 -0.99730 -1.99936  -0.06
10 O -2.02887 -0.47857 -0.76688  -0.52
11 C -1.38399 0.56866 -0.17969  0.37
12 C -0.56101 1.42547 -0.91261  -0.29
13 C 0.08742 2.49630 -0.33142  -0.23
14 C -0.09295 2.71813 1.01903  -0.08
15 Cl 0.71404 4.03820 1.79943  -0.01
16 C -0.91552 1.88932 1.75746  -0.16
17 C -1.57875 0.80310 1.19536  -0.08
18 C -2.45355 -0.01950 2.14080  -0.07
19 C -3.54465 0.89766 2.71530  -0.59
20 C -1.57288 -0.56094 3.27881  -0.59
21 C -3.15711 -1.21853 1.50174  -0.59
22 H 3.35332 -0.32684 1.06562  0.17
23 H 2.10835 0.58856 0.17654  0.20
24 H 1.77083 -1.06823 0.72530  0.16
25 H 4.21366 -2.21001 0.04896  0.17
26 H 4.38195 -2.08256 -1.71659  0.18
27 H 1.79080 -3.08102 -0.48744  0.20
28 H 3.15784 -4.17399 -0.69973  0.21
29 H 3.24606 -3.78690 -3.08079  0.19
30 H 1.62170 -4.32602 -2.63479  0.19
31 H 2.27464 -1.52157 -3.02963  0.37
32 H 0.11221 -1.41988 -3.99723  0.19
33 H -0.14774 -3.08879 -3.47620  0.19
34 H -0.23563 -2.43127 -1.14208  0.20
35 H 0.51787 -0.87134 -1.50135  0.22
36 H -1.58356 -0.23411 -2.78775  0.17
37 H -2.30656 -1.76124 -2.25770  0.20
38 H -0.42140 1.26525 -1.96911  0.22
39 H 0.71887 3.14117 -0.92143  0.23
40 H -1.03311 2.10445 2.80671  0.21
41 H -4.15760 1.29609 1.90992  0.21
42 H -3.12386 1.73268 3.26750  0.20
43 H -4.18576 0.33396 3.38951  0.21
44 H -0.77630 -1.18144 2.87334  0.21
45 H -2.17261 -1.16909 3.95239  0.21
46 H -1.11912 0.23674 3.85908  0.20
47 H -3.81333 -0.90600 0.69624  0.22
48 H -2.44074 -1.93333 1.10927  0.21
49 H -3.75792 -1.71989 2.25914  0.20

Results
Net charge ... 0
Structure (SMILES) ... COCCCNCCCOc1ccc(Cl)cc1C(C)(C)C
Kohn-Sham gap ... 9.0231 eV
HOMO energy ... -8.3 eV
Calculated total energy ... -36190.2070 eV
ΔE to the lowest compared entry with this formula, charge and spin ... 21.1 kJ/mol

***

# 4
Density functional theory data (ωB97M-V with the def2-TZVPD basis set) for 4 unconnected molecules or ions with the total composition C2H14NO3.

Each line ends with the natural charge from an NBO analysis.
Cartesian coordinates (Å):
1 C 0.10085 -1.51576 0.80909  -0.66
2 C 0.96594 -0.31169 1.07662  -0.21
3 N 0.08998 0.91323 1.35184  -0.71
4 H 0.74752 -2.29305 0.40906  0.25
5 H -0.22551 -2.06730 1.69999  0.25
6 H -0.74550 -1.29217 0.16715  0.24
7 H 1.46838 -0.47577 2.03346  0.23
8 H 1.71331 -0.10257 0.32033  0.22
9 H 0.40168 1.87296 1.51434  0.45
10 H -0.48263 0.69260 2.17842  0.47
11 H -0.39965 0.99652 0.44958  0.46
12 H -0.31431 0.42491 -2.30996  0.47
13 H -1.61895 1.02428 -1.80242  0.50
14 O -0.84378 0.52654 -1.54015  -0.96
15 H -2.77912 0.38806 3.30522  0.48
16 H -3.31928 1.24210 2.32287  0.48
17 O -2.52560 1.17694 2.84455  -0.95
18 H 1.97110 -0.95391 -5.08939  0.55
19 H 3.36459 -0.09782 -5.06644  0.56
20 O 2.43096 -0.14808 -4.67416  -0.11

Results
Net charge ... +2
2S+1 ... 2
Expectation value of S² ... 0.75
Kohn-Sham gap (alpha / beta) ... 9.0473 / 1.8428 eV
HOMO energy (alpha / beta) ... -17.5 / -17.5 eV
Calculated total energy ... -9912.5701 eV
ΔE to the lowest compared entry with this formula, charge and spin ... 53.1 kJ/mol

***

# 5
Density functional theory data (ωB97M-V with the def2-TZVPD basis set) for a single C3H2F3N3S molecule.

Each line ends with the natural charge from an NBO analysis.
Cartesian coordinates (Å):
1 C 0.82459 1.80076 -0.34445  0.25
2 C 1.73164 -0.36068 -0.12980  0.12
3 C -1.77762 -0.26407 0.16367  1.03
4 N 1.68641 0.96078 -0.28741  -0.42
5 N 0.51471 -0.85180 0.44975  -0.33
6 N -0.52456 -0.05027 0.80439  -0.29
7 F -2.78770 -0.10868 1.03496  -0.30
8 F -1.92537 0.55467 -0.92639  -0.32
9 F -1.86000 -1.48013 -0.36263  -0.33
10 S 3.08273 -1.24962 -0.53040  0.00
11 H 0.66370 2.80170 -0.08747  0.20
12 H 0.37147 -1.75267 0.21579  0.40

Results
Net charge ... 0
2S+1 ... 3
Expectation value of S² ... 2.04
Kohn-Sham gap (alpha / beta) ... 7.3292 / 6.9753 eV
HOMO energy (alpha / beta) ... -7.8 / -9.5 eV
Calculated total energy ... -26596.2889 eV

***

# 6
Density functional theory data (ωB97M-V with the def2-TZVPD basis set) for 2 unconnected molecules or ions with the total composition C4H10S2.

Each line ends with the natural charge from an NBO analysis.
Cartesian coordinates (Å):
1 C 1.79821 -0.76526 2.04265  -0.41
2 C 1.01725 -0.13867 1.17235  -0.18
3 C 0.08012 0.97185 1.48629  -0.66
4 H 2.38297 -1.62826 1.75703  0.20
5 H 1.87420 -0.39184 3.06116  0.18
6 H 1.11327 -0.50778 0.15125  0.20
7 H -0.02457 1.69435 0.68508  0.22
8 H -0.90639 0.56179 1.68739  0.22
9 H 0.35316 1.43886 2.42854  0.22
10 C -1.76376 -0.71638 -1.50645  -0.74
11 S -0.14201 -0.78699 -2.30858  0.09
12 S 0.10870 1.24979 -2.65572  -0.15
13 H -1.93457 -1.64435 -0.97851  0.23
14 H -2.53252 -0.57682 -2.26035  0.22
15 H -1.81149 0.12300 -0.80396  0.22
16 H 0.38743 1.11671 -3.95818  0.14

Results
Net charge ... 0
Structure (SMILES) ... C=CC.CSS
Kohn-Sham gap ... 9.1104 eV
HOMO energy ... -8.6 eV
Calculated total energy ... -25979.7117 eV
ΔE to the lowest compared entry with this formula, charge and spin ... 122.8 kJ/mol

***

Question: The lowest calculated total energy belongs to which entry?
Answer: C33H36N10O2SZr

***

Question: Which of these has the highest calculated total energy?
Answer: C4H7N3